A 12-piece molecular cluster, C44H83NO15 overall at a distorted geometry, computed with ωB97M-V/def2-TZVPD.

Output
HOMO level	-8.999	eV
Kohn-Sham gap	8.33	eV
LUMO level	-0.67	eV
SMILES string	COCCCC1=C(CCCN)C(=O)OC1=O.CC(C)=O.CC(C)=O.CC(C)=O.CC(C)=O.CC(C)=O.CC(C)=O.CC(C)=O.CC(C)=O.CC(C)=O.CC(C)=O.CC(C)=O
charge	0

Each line ends with the Löwdin charge.
Cartesian coordinates (Å):
C (-4.734, 2.313, -1.012)  -0.11
O (-5.846, 2.790, -1.806)  -0.22
C (-6.933, 1.842, -1.863)  -0.22
C (-6.604, 0.530, -2.775)  -0.15
C (-6.538, -0.758, -1.807)  -0.13
C (-5.881, -2.051, -2.516)  -0.02
C (-5.030, -2.930, -1.753)  0.00
C (-4.584, -2.787, -0.232)  -0.13
C (-4.026, -4.128, 0.437)  -0.18
C (-2.528, -4.522, -0.050)  -0.26
N (-1.475, -3.943, 0.848)  -0.03
C (-4.693, -4.023, -2.861)  -0.28
O (-4.325, -5.170, -2.536)  0.07
O (-4.926, -3.449, -4.142)  0.07
C (-6.039, -2.537, -4.031)  -0.28
O (-6.852, -2.202, -4.898)  0.13
H (-4.627, 2.923, -0.035)  0.10
H (-4.807, 1.218, -0.708)  0.06
H (-3.792, 2.418, -1.658)  0.10
H (-7.343, 1.519, -0.844)  0.13
H (-7.803, 2.391, -2.389)  0.13
H (-7.510, 0.394, -3.461)  0.11
H (-5.644, 0.686, -3.393)  0.13
H (-6.083, -0.537, -0.781)  0.08
H (-7.638, -1.054, -1.600)  0.13
H (-3.734, -2.008, -0.192)  0.11
H (-5.468, -2.382, 0.374)  0.12
H (-3.914, -3.900, 1.568)  0.10
H (-4.737, -5.023, 0.380)  0.12
H (-2.416, -4.177, -1.131)  0.11
H (-2.461, -5.671, 0.057)  0.12
H (-0.631, -4.524, 0.732)  0.07
H (-1.743, -4.078, 1.840)  0.07
C (-3.383, -0.768, 3.074)  0.00
C (-4.257, 0.198, 2.321)  -0.48
C (-4.679, 1.453, 3.035)  -0.01
O (-4.608, -0.027, 1.174)  0.01
H (-3.157, -1.626, 2.436)  0.07
H (-2.445, -0.283, 3.353)  0.09
H (-3.905, -1.123, 3.966)  0.09
H (-3.799, 2.038, 3.312)  0.09
H (-5.258, 1.197, 3.925)  0.09
H (-5.304, 2.055, 2.372)  0.08
C (-1.459, 1.162, 0.178)  -0.02
C (-0.572, -0.036, 0.386)  -0.48
C (-0.640, -1.132, -0.642)  -0.02
O (0.170, -0.115, 1.349)  0.04
H (-1.306, 1.872, 0.995)  0.09
H (-1.204, 1.654, -0.764)  0.08
H (-2.507, 0.853, 0.174)  0.06
H (-0.351, -0.742, -1.621)  0.09
H (-1.651, -1.541, -0.681)  0.06
H (0.050, -1.931, -0.366)  0.07
C (1.734, 3.047, 0.215)  0.00
C (1.571, 3.774, -1.094)  -0.48
C (2.691, 4.679, -1.527)  -0.03
O (0.569, 3.632, -1.774)  0.05
H (0.851, 2.431, 0.399)  0.05
H (2.611, 2.398, 0.172)  0.07
H (1.835, 3.767, 1.030)  0.09
H (3.609, 4.102, -1.647)  0.05
H (2.834, 5.472, -0.789)  0.08
H (2.437, 5.135, -2.484)  0.06
C (-3.213, -7.384, -3.689)  -0.03
C (-2.340, -8.594, -3.491)  -0.48
C (-2.427, -9.690, -4.521)  -0.02
O (-1.591, -8.685, -2.534)  0.05
H (-3.045, -6.683, -2.876)  0.05
H (-2.960, -6.895, -4.632)  0.10
H (-4.264, -7.680, -3.686)  0.09
H (-2.139, -9.302, -5.501)  0.09
H (-3.443, -10.088, -4.555)  0.09
H (-1.743, -10.498, -4.250)  0.08
C (-0.184, -10.535, -0.457)  -0.03
C (0.689, -11.744, -0.259)  -0.50
C (0.601, -12.839, -1.290)  -0.03
O (1.438, -11.835, 0.697)  0.05
H (-0.016, -9.829, 0.359)  0.08
H (0.067, -10.045, -1.399)  0.07
H (-1.235, -10.831, -0.454)  0.09
H (0.888, -12.451, -2.269)  0.08
H (-0.415, -13.237, -1.323)  0.08
H (1.285, -13.647, -1.019)  0.08
C (1.590, -0.763, 3.848)  -0.03
C (1.365, -0.992, 5.319)  -0.50
C (2.495, -1.599, 6.107)  -0.03
O (0.309, -0.696, 5.851)  0.05
H (0.696, -0.322, 3.410)  0.05
H (2.426, -0.075, 3.702)  0.09
H (1.791, -1.714, 3.350)  0.09
H (3.372, -0.949, 6.061)  0.06
H (2.736, -2.588, 5.709)  0.09
H (2.192, -1.706, 7.151)  0.08
C (4.470, 0.634, -1.867)  -0.01
C (5.459, 1.575, -1.231)  -0.49
C (6.893, 1.124, -1.150)  -0.02
O (5.112, 2.658, -0.798)  0.05
H (3.478, 1.089, -1.857)  0.08
H (4.755, 0.441, -2.904)  0.09
H (4.432, -0.302, -1.305)  0.09
H (7.285, 0.952, -2.155)  0.09
H (6.962, 0.210, -0.556)  0.09
H (7.490, 1.901, -0.669)  0.09
C (5.081, 5.507, -6.189)  -0.02
C (4.856, 5.282, -4.717)  -0.49
C (5.987, 4.677, -3.927)  -0.01
O (3.802, 5.577, -4.186)  0.06
H (4.184, 5.948, -6.628)  0.08
H (5.917, 6.195, -6.336)  0.09
H (5.283, 4.555, -6.684)  0.08
H (6.863, 5.328, -3.974)  0.09
H (6.229, 3.688, -4.322)  0.09
H (5.685, 4.572, -2.883)  0.07
C (2.049, 10.645, -0.785)  -0.04
C (2.935, 9.448, -0.575)  -0.50
C (2.869, 8.349, -1.601)  -0.02
O (3.677, 9.371, 0.388)  0.05
H (2.202, 11.355, 0.031)  0.08
H (2.303, 11.136, -1.728)  0.08
H (1.004, 10.336, -0.788)  0.06
H (3.160, 8.737, -2.580)  0.09
H (1.858, 7.939, -1.641)  0.09
H (3.560, 7.551, -1.322)  0.07
C (7.300, -2.587, 5.802)  -0.02
C (6.198, -1.828, 6.492)  -0.49
C (5.953, -2.131, 7.946)  -0.02
O (5.531, -1.002, 5.897)  0.04
H (7.362, -2.267, 4.760)  0.08
H (8.255, -2.381, 6.289)  0.09
H (7.086, -3.658, 5.826)  0.09
H (6.848, -1.905, 8.529)  0.09
H (5.679, -3.182, 8.066)  0.09
H (5.131, -1.511, 8.311)  0.08
C (0.632, 9.475, 3.011)  -0.01
C (-0.375, 9.128, 1.946)  -0.48
C (-1.756, 8.735, 2.399)  -0.02
O (-0.082, 9.165, 0.766)  0.05
H (1.581, 9.738, 2.539)  0.08
H (0.279, 10.331, 3.591)  0.09
H (0.792, 8.615, 3.665)  0.09
H (-2.214, 9.558, 2.951)  0.09
H (-1.702, 7.843, 3.025)  0.09
H (-2.373, 8.513, 1.525)  0.08

=====

A 5-piece molecular cluster, C44H88IN6O12 overall at a distorted geometry, computed with ωB97M-V/def2-TZVPD.

Output
HOMO level	-10.062	eV
Kohn-Sham gap	6.15	eV
LUMO level	-3.91	eV
charge	+1

Each line ends with the Löwdin charge.
Cartesian coordinates (Å):
C (2.099, -0.510, -1.627)  0.03
C (2.899, -0.075, -0.658)  -0.13
C (2.942, -0.734, 0.721)  -0.08
C (1.605, -1.310, 1.103)  -0.08
C (0.506, -0.482, 1.243)  -0.07
C (0.514, 1.017, 1.031)  -0.14
C (1.539, 1.829, 1.870)  -0.30
C (1.073, 3.307, 1.884)  -0.56
I (1.535, 4.087, -0.093)  0.83
C (-0.705, -1.050, 1.576)  -0.01
C (-1.953, -0.233, 1.772)  -0.43
O (-2.314, 0.098, 2.877)  0.17
O (-2.679, 0.088, 0.663)  0.01
C (-3.996, -0.535, 0.770)  -0.15
C (-4.469, -0.881, -0.648)  -0.17
C (-5.489, -2.050, -0.668)  -0.24
C (-6.933, -1.523, -0.653)  -0.09
C (-0.829, -2.417, 1.753)  0.07
C (0.270, -3.165, 1.589)  0.02
N (1.457, -2.634, 1.291)  0.05
N (2.591, -3.432, 1.114)  0.04
C (2.446, -4.411, 0.009)  -0.39
C (3.388, -4.192, -1.161)  0.04
O (1.658, -5.313, 0.030)  0.17
C (3.071, -3.999, 2.356)  -0.41
C (4.521, -4.475, 2.325)  0.04
O (2.415, -4.059, 3.360)  0.15
H (2.429, -0.364, -2.652)  0.07
H (1.154, -1.019, -1.444)  0.08
H (3.553, 0.760, -0.897)  0.09
H (3.716, -1.496, 0.644)  0.11
H (3.274, -0.041, 1.496)  0.12
H (0.748, 1.183, -0.025)  0.08
H (-0.469, 1.464, 1.192)  0.11
H (2.470, 1.846, 1.303)  0.05
H (1.695, 1.439, 2.880)  0.13
H (0.003, 3.409, 2.050)  0.05
H (1.678, 3.901, 2.561)  0.04
H (-4.724, 0.125, 1.248)  0.14
H (-3.961, -1.452, 1.369)  0.12
H (-4.922, 0.019, -1.072)  0.12
H (-3.594, -1.150, -1.247)  0.11
H (-5.335, -2.711, 0.192)  0.11
H (-5.326, -2.580, -1.606)  0.09
H (-7.134, -0.903, -1.529)  0.08
H (-7.593, -2.385, -0.690)  0.04
H (-7.133, -0.981, 0.277)  0.08
H (-1.759, -2.908, 2.000)  0.15
H (0.207, -4.239, 1.699)  0.15
H (3.022, -3.319, -1.714)  0.09
H (3.475, -5.079, -1.779)  0.10
H (4.346, -3.875, -0.732)  0.09
H (4.707, -5.134, 3.167)  0.10
H (4.688, -4.985, 1.372)  0.08
H (5.128, -3.568, 2.404)  0.10
C (-1.753, 2.770, 10.124)  -0.11
O (-1.109, 1.866, 9.244)  -0.20
C (-1.763, 0.608, 9.127)  -0.22
C (-2.391, 0.445, 7.756)  -0.22
N (-3.539, 1.328, 7.587)  -0.05
C (-4.025, 1.420, 6.211)  -0.19
C (-3.084, 1.996, 5.155)  -0.24
O (-2.798, 3.376, 5.316)  -0.18
C (-1.750, 3.675, 6.221)  -0.10
H (-1.087, 3.618, 10.273)  0.09
H (-2.694, 3.140, 9.704)  0.08
H (-1.944, 2.306, 11.096)  0.09
H (-2.497, 0.456, 9.923)  0.12
H (-0.991, -0.158, 9.243)  0.12
H (-2.718, -0.592, 7.634)  0.12
H (-1.608, 0.647, 7.012)  0.10
H (-3.282, 2.258, 7.891)  0.07
H (-4.916, 2.053, 6.238)  0.12
H (-4.354, 0.427, 5.890)  0.12
H (-3.596, 1.915, 4.194)  0.11
H (-2.161, 1.417, 5.052)  0.09
H (-0.983, 2.896, 6.237)  0.09
H (-2.140, 3.833, 7.230)  0.07
H (-1.289, 4.611, 5.903)  0.09
C (6.594, 5.005, 2.425)  -0.11
O (7.501, 5.022, 1.339)  -0.19
C (8.703, 4.296, 1.576)  -0.21
C (8.754, 3.042, 0.725)  -0.21
N (7.779, 2.054, 1.176)  -0.05
C (7.582, 0.942, 0.251)  -0.20
C (7.027, 1.254, -1.138)  -0.22
O (5.682, 1.709, -1.137)  -0.23
C (5.512, 3.102, -0.903)  -0.09
H (5.804, 5.722, 2.207)  0.09
H (6.136, 4.017, 2.552)  0.07
H (7.084, 5.302, 3.356)  0.09
H (8.837, 4.066, 2.637)  0.12
H (9.527, 4.947, 1.275)  0.12
H (9.757, 2.609, 0.785)  0.13
H (8.576, 3.346, -0.314)  0.11
H (6.888, 2.514, 1.306)  0.06
H (6.884, 0.251, 0.737)  0.11
H (8.529, 0.405, 0.141)  0.12
H (7.018, 0.314, -1.698)  0.12
H (7.667, 1.936, -1.707)  0.12
H (6.342, 3.693, -1.294)  0.10
H (5.381, 3.296, 0.165)  0.07
H (4.596, 3.417, -1.403)  0.05
C (4.472, 1.642, -4.680)  -0.10
O (3.119, 1.903, -5.014)  -0.19
C (2.450, 2.744, -4.082)  -0.23
C (2.160, 4.108, -4.676)  -0.21
N (3.385, 4.878, -4.852)  -0.05
C (3.224, 6.090, -5.658)  -0.19
C (2.795, 5.930, -7.115)  -0.23
O (3.763, 5.316, -7.945)  -0.17
C (3.761, 3.901, -7.933)  -0.10
H (4.833, 0.863, -5.350)  0.09
H (5.098, 2.529, -4.817)  0.08
H (4.566, 1.286, -3.648)  0.07
H (3.006, 2.827, -3.141)  0.09
H (1.495, 2.259, -3.855)  0.12
H (1.488, 4.654, -4.006)  0.12
H (1.638, 3.948, -5.627)  0.11
H (4.075, 4.293, -5.304)  0.07
H (4.190, 6.598, -5.654)  0.12
H (2.517, 6.754, -5.151)  0.12
H (2.662, 6.937, -7.519)  0.12
H (1.823, 5.434, -7.219)  0.11
H (2.761, 3.490, -7.774)  0.09
H (4.447, 3.517, -7.171)  0.07
H (4.127, 3.557, -8.900)  0.09
C (-10.407, -5.946, -5.444)  -0.11
O (-9.968, -6.886, -4.480)  -0.19
C (-8.867, -7.680, -4.906)  -0.21
C (-7.608, -7.318, -4.140)  -0.21
N (-7.116, -5.998, -4.519)  -0.05
C (-6.073, -5.473, -3.642)  -0.20
C (-6.427, -5.219, -2.177)  -0.22
O (-7.352, -4.163, -1.972)  -0.22
C (-8.717, -4.534, -2.101)  -0.08
H (-11.346, -5.523, -5.090)  0.09
H (-9.688, -5.130, -5.568)  0.08
H (-10.586, -6.425, -6.410)  0.09
H (-8.711, -7.613, -5.986)  0.12
H (-9.121, -8.718, -4.675)  0.12
H (-6.835, -8.062, -4.353)  0.12
H (-7.849, -7.372, -3.071)  0.10
H (-7.890, -5.347, -4.509)  0.07
H (-5.753, -4.520, -4.074)  0.12
H (-5.209, -6.145, -3.686)  0.12
H (-5.506, -4.901, -1.679)  0.11
H (-6.752, -6.126, -1.656)  0.11
H (-8.897, -5.565, -1.790)  0.09
H (-9.064, -4.388, -3.127)  0.08
H (-9.306, -3.872, -1.464)  0.09

=====

A 7-piece molecular cluster, C44H90N9O2 overall at a distorted geometry, computed with ωB97M-V/def2-TZVPD.

Output
HOMO level (spin up / spin down)	-22.088 / -22.088	eV
Kohn-Sham gap (spin up / spin down)	10.05 / 4.99	eV
LUMO level (spin up / spin down)	-12.03 / -17.10	eV
charge	+6
multiplicity	2

Each line ends with the Löwdin charge.
Cartesian coordinates (Å):
C (-2.459, -3.389, -2.146)  -0.04
C (-1.502, -4.292, -1.321)  -0.14
N (-1.998, -4.788, -0.027)  -0.04
C (-2.056, -4.100, 1.149)  -0.01
C (-2.697, -4.892, 2.149)  0.04
N (-3.025, -6.102, 1.536)  -0.09
C (-2.521, -6.027, 0.239)  0.07
C (-3.777, -7.058, 2.213)  0.00
H (-3.034, -2.601, -1.660)  0.05
H (-3.114, -4.021, -2.745)  0.09
H (-1.944, -2.818, -2.919)  0.06
H (-0.531, -3.801, -1.262)  0.11
H (-1.143, -5.173, -1.852)  0.14
H (-1.628, -3.109, 1.171)  0.10
H (-2.894, -4.927, 3.211)  0.14
H (-2.619, -6.831, -0.476)  0.18
H (-3.810, -6.885, 3.289)  0.12
H (-3.238, -7.993, 2.063)  0.13
H (-4.791, -7.186, 1.835)  0.12
C (2.144, 2.975, -1.511)  -0.05
C (3.667, 2.889, -1.202)  -0.14
N (4.461, 2.736, -2.395)  -0.08
C (5.533, 1.878, -2.447)  0.03
C (5.882, 1.829, -3.828)  0.03
N (5.050, 2.659, -4.540)  -0.07
C (4.163, 3.129, -3.623)  -0.03
C (5.014, 2.990, -5.978)  0.06
H (1.836, 2.130, -2.126)  0.06
H (1.754, 3.940, -1.836)  0.09
H (1.730, 2.839, -0.512)  0.06
H (3.677, 2.090, -0.460)  0.10
H (4.191, 3.755, -0.796)  0.15
H (5.900, 1.376, -1.564)  0.14
H (6.668, 1.290, -4.336)  0.15
H (3.277, 3.704, -3.848)  0.17
H (3.996, 3.190, -6.311)  0.11
H (5.535, 2.278, -6.619)  0.12
H (5.546, 3.938, -5.908)  0.12
C (-4.958, -0.208, 3.879)  -0.03
C (-4.287, -1.250, 2.923)  -0.12
N (-5.315, -2.040, 2.087)  -0.04
C (-6.090, -3.056, 2.492)  -0.05
C (-6.693, -3.630, 1.439)  0.04
N (-6.211, -2.966, 0.265)  -0.05
C (-5.291, -2.036, 0.674)  0.01
C (-6.572, -3.147, -1.183)  0.05
H (-5.014, -0.559, 4.910)  0.09
H (-5.936, -0.041, 3.428)  0.09
H (-4.506, 0.784, 3.864)  0.06
H (-3.699, -2.018, 3.425)  0.11
H (-3.770, -0.743, 2.109)  0.07
H (-6.238, -3.272, 3.539)  0.16
H (-7.331, -4.501, 1.472)  0.15
H (-4.739, -1.251, 0.179)  0.13
H (-5.690, -3.028, -1.813)  0.09
H (-7.467, -2.593, -1.466)  0.12
H (-6.921, -4.180, -1.166)  0.11
C (-1.727, 2.076, 2.851)  -0.10
C (-2.577, 3.142, 2.133)  -0.20
C (-1.906, 4.572, 2.336)  -0.06
N (-2.914, 5.746, 2.118)  -0.25
C (-3.941, 5.879, 3.227)  0.05
C (-2.085, 7.015, 2.044)  -0.11
C (-1.540, 7.134, 0.649)  -0.15
C (-2.434, 6.337, -0.283)  -0.11
C (-3.484, 5.720, 0.691)  -0.08
H (-1.563, 2.253, 3.914)  0.09
H (-0.766, 1.758, 2.446)  0.05
H (-2.406, 1.224, 2.883)  0.04
H (-3.603, 2.997, 2.473)  0.11
H (-2.502, 2.917, 1.069)  0.08
H (-0.926, 4.698, 1.876)  0.14
H (-1.831, 4.570, 3.424)  0.12
H (-4.686, 6.564, 2.821)  0.12
H (-3.437, 6.311, 4.092)  0.12
H (-4.322, 4.953, 3.658)  0.11
H (-2.722, 7.886, 2.198)  0.15
H (-1.327, 6.937, 2.823)  0.15
H (-1.388, 8.160, 0.313)  0.14
H (-0.534, 6.715, 0.619)  0.11
H (-3.032, 6.955, -0.953)  0.13
H (-1.985, 5.529, -0.860)  0.11
H (-4.388, 6.320, 0.796)  0.14
H (-3.818, 4.711, 0.449)  0.12
C (5.935, -3.500, -4.189)  -0.04
C (4.758, -2.435, -4.108)  -0.19
C (3.304, -2.941, -3.914)  -0.09
N (2.337, -1.748, -3.616)  -0.20
C (2.510, -1.226, -2.184)  0.02
C (0.775, -2.155, -3.809)  -0.08
C (0.415, -1.637, -5.187)  -0.14
C (1.133, -0.300, -5.210)  -0.16
C (2.512, -0.621, -4.711)  -0.07
H (6.060, -4.080, -3.275)  0.08
H (6.854, -3.070, -4.588)  0.09
H (5.706, -4.285, -4.911)  0.08
H (4.777, -1.877, -5.044)  0.10
H (4.880, -1.813, -3.221)  0.08
H (2.979, -3.663, -3.165)  0.13
H (2.965, -3.398, -4.843)  0.14
H (2.255, -2.047, -1.514)  0.11
H (1.852, -0.362, -2.085)  0.07
H (3.473, -0.715, -2.186)  0.08
H (0.213, -1.613, -3.049)  0.09
H (0.543, -3.194, -3.572)  0.12
H (-0.652, -1.628, -5.409)  0.14
H (0.842, -2.321, -5.920)  0.13
H (0.536, 0.390, -4.614)  0.11
H (1.066, 0.089, -6.226)  0.14
H (3.137, 0.143, -4.248)  0.12
H (2.842, -1.162, -5.598)  0.14
C (6.095, 1.120, 4.734)  -0.06
C (4.641, 1.185, 4.188)  -0.19
C (4.144, -0.240, 3.600)  -0.11
N (2.737, -0.319, 3.070)  -0.23
C (2.375, 0.774, 1.997)  0.05
C (2.531, -1.753, 2.581)  -0.06
C (0.978, -2.053, 2.801)  -0.15
C (0.366, -0.880, 3.468)  -0.17
C (1.633, -0.264, 4.158)  -0.05
H (6.165, 0.631, 5.705)  0.09
H (6.314, 2.182, 4.842)  0.09
H (6.804, 0.606, 4.086)  0.08
H (4.602, 1.921, 3.384)  0.09
H (3.883, 1.425, 4.934)  0.10
H (4.207, -0.998, 4.380)  0.14
H (4.894, -0.476, 2.845)  0.13
H (1.487, 0.576, 1.397)  0.08
H (3.231, 0.781, 1.322)  0.08
H (2.447, 1.717, 2.538)  0.11
H (2.838, -1.823, 1.538)  0.12
H (3.134, -2.519, 3.070)  0.14
H (0.446, -2.119, 1.852)  0.06
H (0.784, -3.037, 3.228)  0.13
H (-0.169, -0.239, 2.768)  0.07
H (-0.341, -1.069, 4.275)  0.13
H (1.475, 0.714, 4.613)  0.14
H (1.918, -1.054, 4.852)  0.15
C (-1.507, 0.657, -1.545)  0.07
C (-1.367, -0.403, -0.454)  -0.67
O (-2.380, -0.601, 0.198)  0.25
O (-0.331, -0.998, -0.152)  0.08
H (-2.236, 1.417, -1.263)  0.09
H (-1.969, 0.255, -2.447)  0.10
H (-0.509, 1.087, -1.634)  0.08